Computed, not measured: C3H7NO2 in the gas phase, with ωB97M-V/def2-TZVPD.

ORCA input file:
```
! RIJCOSX wB97M-V def2-TZVPD def2/J DEFGRID3
* xyz 0 1
O 1.91738 1.85347 0.51408
O -0.61833 -2.24877 0.37625
N -1.01646 -0.04390 -0.02980
C -0.27144 1.20439 -0.32017
C -0.82565 -1.32258 -0.65244
C 1.08331 1.01933 0.31652
H -0.12728 1.25741 -1.39270
H -2.00080 0.16825 0.06885
H -0.00932 -1.24371 -1.38631
H -0.77217 2.06164 0.11014
H 1.27015 -0.00267 0.69781
H -0.52390 -3.13568 0.00106
H -1.66161 -1.62596 -1.31655
*
```

## Properties
- Maximum force: 2.43 eV/Å
- ΔE to the lowest compared entry with this formula, charge and spin: 52.7 kcal per mole
- E_tot: -323.69706 Ha
- Frontier orbital gap: 10.12 eV